Entry P
Density functional theory data (ωB97M-V/def2-TZVPD) for the molecule C6H15N3.

- Orbital gap (alpha / beta): 9.5 / 6.4 eV
- Lowest unoccupied orbital energy (alpha / beta): 0.86 / -0.47 eV
- Spin multiplicity: 1

Geometry as XYZ:
```
24
C6H15N3 | OMol25 | ωB97M-V/def2-TZVPD
C -0.5168 -0.5522 1.3543
C -1.1964 -0.0001 -1.1715
C 1.2205 0.7143 -0.5088
C -2.4145 -0.9198 -1.2407
C 2.6283 0.3374 -0.0983
N 0.4563 0.2784 1.8966
C -0.0547 -0.5815 -0.3137
N 0.0307 1.3970 2.4337
N 0.4199 -1.7767 -0.5946
H -0.9284 1.7159 2.3090
H 0.7387 2.0840 2.6437
H 1.0333 -1.7691 -1.4116
H -1.5457 -0.1854 1.4611
H -0.4433 -1.5725 1.7292
H -1.4786 0.9830 -0.7843
H -0.8175 0.1613 -2.1839
H 1.1555 0.7590 -1.5963
H 0.8887 1.6862 -0.1364
H -3.1911 -0.4775 -1.8684
H -2.1314 -1.8875 -1.6558
H -2.8481 -1.0961 -0.2554
H 3.3642 0.9393 -0.6392
H 2.8255 -0.7101 -0.3358
H 2.8052 0.4726 0.9671
```



Entry Q
Density functional theory data (ωB97M-V/def2-TZVPD) for C6H15N3 as an isolated structure.

- Orbital gap: 8.0 eV
- Lowest unoccupied orbital energy: 0.18 eV
- Spin multiplicity: 1

Geometry as XYZ:
```
24
C6H15N3 | OMol25 | ωB97M-V/def2-TZVPD
C 1.3417 0.5261 -0.3823
C 1.1164 1.6725 0.6098
C 1.1484 1.2012 2.0613
N 1.2411 0.7797 -1.7574
H -0.7842 -1.4372 -2.3284
H 1.1800 1.7808 -1.9353
H 0.4343 -0.2062 -0.1372
H 2.2634 -0.0264 -0.1526
H 1.8794 2.4416 0.4466
H 0.1378 2.1149 0.3880
H 0.4202 0.4090 2.2343
H 0.9236 2.0144 2.7475
H 2.1280 0.7963 2.3124
C -1.3184 -0.6048 -0.6429
N -2.1074 0.4281 -0.1552
C -1.3960 -1.8568 0.1408
C -0.7254 -2.9688 -0.1395
N -1.0516 -0.5388 -1.9418
H -2.0750 0.6148 0.8327
H -2.1678 1.2362 -0.7546
H 0.1154 0.2378 -2.0817
H -1.9422 -1.7801 1.0744
H -0.0782 -3.0477 -1.0028
H -0.6835 -3.7866 0.5638
```



Verdict on stability: entry P comes out at the bottom.



Entry P
Density functional theory data (ωB97M-V/def2-TZVPD) for C3H8O3Yb as an isolated structure.

- Orbital gap (alpha / beta): 9.6 / 6.5 eV
- Total charge: +2
- Lowest unoccupied orbital energy (alpha / beta): -10.42 / -12.61 eV
- <S²>: 2.02
- Spin multiplicity: 3

Geometry as XYZ:
```
15
C3H8O3Yb | OMol25 | ωB97M-V/def2-TZVPD
H 1.8547 -2.3153 -1.2997
O 0.9755 -2.6480 -2.2163
O 1.5445 -0.7740 -0.6460
C 1.3847 -0.2940 0.6378
C 0.2710 0.7311 0.7296
O -0.7918 0.2893 -0.1095
C -2.0204 0.9939 0.0850
Yb -0.2418 -0.8901 -2.0072
H 2.3399 0.0853 1.0334
H 1.1423 -1.1943 1.2511
H 0.6156 1.7190 0.3884
H -0.0798 0.8134 1.7670
H -2.7619 0.5598 -0.5927
H -2.3523 0.8653 1.1227
H -1.8803 2.0586 -0.1437
```



Entry Q
Density functional theory data (ωB97M-V/def2-TZVPD) for C3H8O3Yb as an isolated structure.

- Orbital gap (alpha / beta): 5.7 / 3.2 eV
- Total charge: +2
- Lowest unoccupied orbital energy (alpha / beta): -10.95 / -13.39 eV
- <S²>: 2.03
- Spin multiplicity: 3

Geometry as XYZ:
```
15
C3H8O3Yb | OMol25 | ωB97M-V/def2-TZVPD
O -1.2384 0.6242 -0.7153
C -0.5391 1.1177 0.4444
C 0.5255 0.1052 0.8105
O -5.3902 -0.2615 -0.6900
Yb -3.5978 0.7063 -1.3008
H -1.2515 1.2592 1.2633
H -0.0979 2.0873 0.1826
H 1.1637 0.5149 1.6119
H 0.0830 -0.8427 1.1630
O 1.2574 -0.1213 -0.3805
H -0.5660 0.2006 -1.2895
C 2.2196 -1.1459 -0.2859
H 2.9768 -0.9031 0.4768
H 1.7469 -2.1080 -0.0276
H 2.7080 -1.2328 -1.2629
```



Verdict on stability: entry Q comes out at the bottom.



Entry P
Density functional theory data (ωB97M-V/def2-TZVPD) for the molecule C6H9N3.

- Structure (SMILES): [H]/N=C/N=C/N1CC=CC1
- Orbital gap: 9.2 eV
- Lowest unoccupied orbital energy: 0.46 eV
- Spin multiplicity: 1

Geometry as XYZ:
```
18
C6H9N3 | OMol25 | ωB97M-V/def2-TZVPD
H 4.4743 -1.9212 -0.3142
N 3.4463 -2.4884 -0.6459
C 2.7845 -1.4373 -0.0389
N 1.4701 -1.3568 -0.2876
C 0.9158 -0.3890 0.3520
N -0.4647 -0.2297 0.3487
C -0.8267 1.2056 1.0024
C -2.1279 1.6146 0.3102
C -2.4636 0.7146 -0.7180
C -1.4179 -0.1833 -0.9688
H 3.1088 -0.7059 0.7309
H 1.3277 0.5494 1.1871
H -1.0902 0.8518 2.0503
H 0.0436 1.8375 0.8876
H -2.5717 2.6059 0.7335
H -3.5312 0.5064 -1.2695
H -2.0647 -1.2339 -1.3566
H -1.0125 0.0596 -2.0032
```



Entry Q
Density functional theory data (ωB97M-V/def2-TZVPD) for the molecule C6H9N3.

- Structure (SMILES): C[C@H]1CC2=C(N)[C@H]2N=N1
- Orbital gap: 8.8 eV
- Lowest unoccupied orbital energy: 0.87 eV
- Spin multiplicity: 1

Geometry as XYZ:
```
18
C6H9N3 | OMol25 | ωB97M-V/def2-TZVPD
C -0.4738 1.5055 -0.7054
C 0.5722 1.1799 0.2488
C -0.0064 0.6884 1.5483
C -0.1800 -0.6767 1.0553
C -0.5418 -1.3550 0.0550
N -1.2524 -1.9162 -1.0199
C 0.8617 -1.5297 0.3986
N 1.8227 -0.8125 -0.4102
N 1.6529 0.3761 -0.4147
H -0.3856 2.5749 -0.9337
H -1.4694 1.0965 -0.3056
H -0.4215 1.0431 -1.6469
H 1.1243 2.0253 0.5152
H -0.8787 1.2871 1.7302
H 0.8363 0.7263 2.2068
H -1.6988 -1.1953 -1.5385
H -0.7343 -2.5427 -1.5960
H 1.1727 -2.4749 0.8124
```



Verdict on stability: entry P comes out at the bottom.



Entry P
Density functional theory data (ωB97M-V/def2-TZVPD) for the molecule C6H9N3.

- Orbital gap (alpha / beta): 9.1 / 8.3 eV
- Lowest unoccupied orbital energy (alpha / beta): -0.16 / -0.65 eV
- Spin multiplicity: 1

Geometry as XYZ:
```
18
C6H9N3 | OMol25 | ωB97M-V/def2-TZVPD
C 1.9739 1.3954 0.7446
C 2.9242 0.4941 0.3823
C 0.8427 0.5574 0.7296
C 0.2280 -1.5814 -0.2068
C -1.1200 -0.9306 -0.7650
C -2.4615 1.0327 0.1119
N 2.4563 -0.6845 0.0375
N 1.1739 -0.6447 0.2394
N -1.7218 -0.1365 0.3902
H 1.9692 2.4001 0.8060
H 3.9182 0.7584 0.1802
H 0.0640 -2.2540 0.7004
H 0.5303 -2.1143 -0.9930
H -1.0090 -0.4646 -1.6961
H -1.8587 -1.7920 -0.9284
H -3.1795 0.9991 -0.6808
H -2.9678 1.1077 1.0205
H -1.7624 1.8576 -0.0724
```



Entry Q
Density functional theory data (ωB97M-V/def2-TZVPD) for C6H9N3 as an isolated structure.

- Orbital gap: 9.6 eV
- Lowest unoccupied orbital energy: 0.75 eV
- Spin multiplicity: 1

Geometry as XYZ:
```
18
C6H9N3 | OMol25 | ωB97M-V/def2-TZVPD
C 0.2691 -0.5268 1.6610
C 0.7136 -1.6630 -0.2820
C 0.3521 -0.2640 -0.5502
C -0.0397 0.3678 0.5071
C -0.9778 1.5429 0.2167
C 0.3272 0.5097 -1.7778
H -0.0440 0.6020 2.9281
H 0.9090 -2.4287 1.4995
H 0.0429 -2.3613 -0.9780
H 1.7902 -2.0356 -0.3682
H -0.6923 2.6552 0.9275
H -2.1317 1.4022 0.3709
H -1.4879 1.8229 -1.9507
H -0.4094 0.0140 -2.4496
H 1.3557 0.8214 -2.2599
N 0.1755 -0.4167 2.8428
N 0.3604 -1.7611 1.0930
N -0.5129 1.7191 -1.4301
```



Verdict on stability: entry P comes out at the bottom.